--- 1 ---
Density functional theory data (ωB97M-V/def2-TZVPD) for a 4-piece molecular cluster, CH11N3O3 overall.

The SMILES is N=C(N)N.O.O.O. The value obtained for the highest occupied orbital energy is -8.88 eV.

Structure (ORCA input):
```
! wB97M-V def2-TZVPD RIJCOSX def2/J DEFGRID3
* xyz 0 1
N -1.5086 -0.4978 -0.1021
C -1.0769 0.6324 0.5470
N -1.8892 1.7266 0.5156
N -0.0239 0.6443 1.3298
H -2.3693 -0.6264 -0.3749
H -1.0200 -1.3046 0.1345
H -1.6140 2.4806 1.2335
H -2.8533 1.7489 -0.0048
H 0.4546 -0.2764 1.4329
H 0.1015 -3.5472 -1.2878
H 0.5183 -3.7466 0.2346
O -0.1839 -3.4416 -0.3811
H 1.3755 3.0071 0.1108
H 2.5155 2.5944 -0.9049
O 2.1381 3.3043 -0.4830
H 2.1632 -0.7909 -1.3685
H 1.1500 -0.9004 -0.2114
O 2.1224 -1.0067 -0.4201
*
```

Atomic partial charges in e from the natural (NBO) method, atoms 1 to 2: N -0.824; C 0.575



--- 2 ---
Density functional theory data (ωB97M-V/def2-TZVPD) for a 4-piece molecular cluster, CH11N3O3 overall.

The SMILES is N=C(N)N.O.O.O. The value obtained for the highest occupied orbital energy is -9.19 eV.

Structure (ORCA input):
```
! wB97M-V def2-TZVPD RIJCOSX def2/J DEFGRID3
* xyz 0 1
N 0.6998 -0.2695 -1.1563
C 0.1493 -0.8193 0.0068
N 0.0006 -2.1982 -0.0363
N -0.0598 -0.2333 1.1064
H 1.2721 -0.8444 -1.7477
H 0.1862 0.4473 -1.6289
H -0.5458 -2.5484 0.7311
H -0.1564 -2.6487 -0.9216
H 0.0961 0.7681 1.0877
H -0.3533 2.4433 -0.6210
H 1.1757 2.2440 -0.6460
O 0.4642 2.6792 -0.1555
H 1.8711 -1.9772 2.0851
H 0.9873 -1.0092 2.8567
O 1.7042 -1.6496 2.9726
H -2.2946 1.8524 -2.0700
H -3.0013 2.0623 -0.7397
O -2.1953 1.7011 -1.1235
*
```

Atomic partial charges in e from the natural (NBO) method, atoms 1 to 2: N -0.891; C 0.574



It turns out 2 is the most stable, with the second structure 88.2 kJ/mol higher.



--- 1 ---
Density functional theory data (ωB97M-V/def2-TZVPD) for a 4-piece molecular cluster, CH11N3O3 overall.

The SMILES is N=C(N)N.O.O.O. The value obtained for the highest occupied orbital energy is -9.14 eV.

Structure (ORCA input):
```
! wB97M-V def2-TZVPD RIJCOSX def2/J DEFGRID3
* xyz 0 1
N -0.5994 -0.1075 -1.4223
C 0.2846 0.5075 -0.5616
N -0.2695 1.3740 0.3657
N 1.5464 0.3729 -0.6827
H -1.4929 -0.4671 -1.1394
H -0.2084 -0.6549 -2.1655
H 0.4685 1.9565 0.7518
H -0.9761 1.9040 -0.1200
H 1.9840 -0.2656 -1.3271
H -2.0438 -3.2259 0.1720
H -1.8033 -4.6472 -0.2239
O -1.8767 -3.7677 -0.6047
H 2.7179 3.7199 0.8816
H 2.6333 2.5136 -0.0786
O 2.1878 2.9619 0.6552
H -0.8025 -0.6617 2.6708
H -0.4645 -0.4948 1.2430
O -1.1146 -0.9215 1.8065
*
```

Atomic partial charges in e from the natural (NBO) method, atoms 1 to 2: N -0.848; C 0.562



--- 2 ---
Density functional theory data (ωB97M-V/def2-TZVPD) for a 4-piece molecular cluster, CH11N3O3 overall.

The SMILES is N=C(N)N.O.O.O. The value obtained for the highest occupied orbital energy is -9.30 eV.

Structure (ORCA input):
```
! wB97M-V def2-TZVPD RIJCOSX def2/J DEFGRID3
* xyz 0 1
N -1.2568 -0.5138 0.8535
C -0.6205 -1.1214 -0.1806
N -1.3472 -2.1834 -0.7301
N 0.4621 -0.6870 -0.7416
H -2.2169 -0.6783 0.9867
H -0.7382 -0.1932 1.6656
H -1.1930 -2.4882 -1.6860
H -2.3617 -2.1275 -0.7347
H 0.7254 -1.3127 -1.4823
H 1.1623 0.7770 2.2009
H 0.6436 1.2083 3.5958
O 0.4318 0.6755 2.8353
H -0.6625 1.6902 -3.4610
H -0.0399 2.1671 -2.1820
O -0.6051 2.4712 -2.9132
H 3.1612 0.1874 0.4829
H 1.8136 0.4592 -0.0576
O 2.3686 0.7112 0.7306
*
```

Atomic partial charges in e from the natural (NBO) method, atoms 1 to 2: N -0.829; C 0.609



It turns out 2 is the most stable, with the second structure 16.7 kJ/mol higher.



--- 1 ---
Density functional theory data (ωB97M-V/def2-TZVPD) for a 2-piece molecular cluster, C4H12N4 overall.

The SMILES is [H]/N=C(/N)NC.[H]/N=C/C. The value obtained for the highest occupied orbital energy is -8.69 eV.

Structure (ORCA input):
```
! wB97M-V def2-TZVPD RIJCOSX def2/J DEFGRID3
* xyz 0 1
C -0.8436 -1.9906 0.2109
N -0.4104 -1.1489 -0.8840
C -1.0934 0.0141 -1.2100
N -1.8990 0.5295 -0.2228
N -1.0289 0.6070 -2.3346
H -0.0875 -1.6585 -1.6964
H -2.2270 1.4526 -0.4708
H -1.5192 0.4892 0.7110
H -0.4866 0.1183 -3.0384
H -0.3228 -2.9385 0.1630
H -0.6075 -1.5118 1.1539
H -1.9268 -2.1810 0.1932
C 1.8704 0.4973 1.6644
C 1.5191 1.2171 0.4080
N 0.5939 2.0646 0.3971
H 0.4176 2.5073 -0.4970
H 2.1342 0.9547 -0.4648
H 2.8552 0.8348 1.9980
H 1.1360 0.7182 2.4312
H 1.9264 -0.5756 1.4882
*
```

Atomic partial charges in e from the natural (NBO) method, atoms 1 to 2: C -0.413; N -0.640



--- 2 ---
Density functional theory data (ωB97M-V/def2-TZVPD) for a 2-piece molecular cluster, C4H12N4 overall.

The SMILES is C/N=C(/C)N.C=NN. The value obtained for the highest occupied orbital energy is -7.46 eV.

Structure (ORCA input):
```
! wB97M-V def2-TZVPD RIJCOSX def2/J DEFGRID3
* xyz 0 1
C 2.0153 -0.0679 -0.4051
C -0.6458 -0.2498 2.2426
C 0.5039 -0.6128 1.3520
N 1.1231 -1.7963 1.6249
N 0.8166 0.1623 0.3723
H 1.9415 -2.0853 1.1196
H 0.8340 -2.3584 2.4053
H 2.1803 0.8089 -1.0243
H 2.9001 -0.2072 0.2258
H 1.9101 -0.9448 -1.0544
H -0.8203 0.8208 2.2009
H -0.4622 -0.5576 3.2714
H -1.5528 -0.7410 1.8877
N -0.7417 0.7153 -0.8584
C -2.0437 1.2224 -3.0941
N -2.1655 0.9820 -1.8694
H -1.5061 0.6082 -0.1956
H -0.2636 1.6145 -0.8697
H -2.9399 1.3140 -3.7202
H -1.0835 1.3728 -3.6117
*
```

Atomic partial charges in e from the natural (NBO) method, atoms 1 to 2: C -0.441; C -0.666



It turns out 1 is the most stable, with the second structure 338.1 kJ/mol higher.



--- 1 ---
Density functional theory data (ωB97M-V/def2-TZVPD) for a 2-piece molecular cluster, C4H12N4 overall.

The value obtained for the highest occupied orbital energy is -7.44 eV.

Structure (ORCA input):
```
! wB97M-V def2-TZVPD RIJCOSX def2/J DEFGRID3
* xyz 0 1
C 0.2998 -0.1529 1.6668
C 1.6087 0.7322 -0.3335
C -0.5496 1.8576 0.2606
C 0.2369 0.4884 0.2653
N -0.4029 -2.4796 -1.4763
N 0.4730 -1.7182 -1.6939
N -1.6578 -0.8387 -0.3310
N -0.5506 -0.2330 -0.6983
H -0.6076 -0.5357 2.1550
H 1.0347 -0.8894 1.5548
H 0.5402 0.6545 2.3671
H 2.2869 1.2224 0.3134
H 1.3424 1.4782 -1.0756
H 2.0702 -0.1341 -0.8471
H -1.2092 1.9521 -0.7485
H -1.1857 1.9308 1.1717
H 0.1691 2.6791 0.3389
H -0.2565 -3.3835 -2.0546
H -1.4039 -1.5745 0.2965
H -2.2380 -1.0557 -1.1314
*
```

Atomic partial charges in e from the natural (NBO) method, atoms 1 to 2: C -0.652; C -0.616



--- 2 ---
Density functional theory data (ωB97M-V/def2-TZVPD) for a single C4H12N4 molecule.

The SMILES is C/N=C(/C)C(N)(N)N. The value obtained for the highest occupied orbital energy is -8.42 eV.

Structure (ORCA input):
```
! wB97M-V def2-TZVPD RIJCOSX def2/J DEFGRID3
* xyz 0 1
C -0.3504 0.7557 0.2195
C 0.9590 -0.9448 -2.0113
C 0.7587 -1.0063 1.7184
C 0.4797 -0.5313 0.3168
N -0.3763 1.5016 1.4230
N -0.0151 1.5995 -0.8644
N -1.7396 0.0006 -0.0232
N 1.0573 -1.1924 -0.6047
H -0.9622 2.3232 1.3325
H -0.7097 0.9615 2.2090
H -0.4424 2.5123 -0.7771
H -0.2414 1.1979 -1.7623
H -2.0265 -0.6084 0.7358
H -1.7532 -0.5037 -0.9037
H 1.3586 -1.8231 -2.5219
H -0.0673 -0.7906 -2.3759
H 1.5657 -0.0809 -2.3034
H -0.1599 -1.1645 2.2830
H 1.3065 -1.9413 1.6678
H 1.3586 -0.2650 2.2422
*
```

Atomic partial charges in e from the natural (NBO) method, atoms 1 to 2: C 0.357; C -0.443



It turns out 2 is the most stable, with the second structure 376.9 kJ/mol higher.